# C4H3NO

A single C4H3NO molecule (wB97M-V/def2-TZVPD, OMol25).

```
9
Properties=species:S:1:pos:R:3:forces:R:3
C 2.305 -0.014 -0.286 -0.4 -0.2 0.1
C 1.177 -0.402 -0.119 0.5 0.1 -0.1
C -0.198 -0.825 0.043 0.2 -0.2 -0.3
N -0.972 -0.343 1.327 -0.2 0.4 -0.5
C -1.224 0.152 0.207 0.2 -0.2 0.3
O -1.907 1.059 -0.467 0.1 0.1 -0.1
H 3.308 0.326 -0.421 -0.2 -0.1 0.0
H -0.459 -1.803 -0.352 0.1 0.0 0.2
H -2.030 1.850 0.067 -0.3 0.1 0.3
```
Forces are in eV/Å.

Properties
SMILES: C#C[C@H]1N=C1O
Energy, Eh: -284.07648
Relative energy (zero: lowest compared OMol25 entry of this formula, charge and spin), kJ/mol: 253.68

Mulliken population analysis, charges in e, atoms 1 to 2:
1 C 0.398
2 C -0.595

***

# C4H3NO

A 2-piece molecular cluster, C4H3NO overall (wB97M-V/def2-TZVPD, OMol25).

```
9
Properties=species:S:1:pos:R:3:forces:R:3
C 0.943 0.757 0.814 -0.4 1.2 0.9
C 0.215 0.695 -0.535 2.2 -1.9 1.9
C -2.141 0.235 -0.160 -2.4 -0.5 0.8
C 0.914 -0.376 0.111 -1.3 -0.3 -4.1
N -3.257 -0.005 0.122 1.7 0.3 -0.5
O 1.357 -1.619 -0.043 0.8 0.8 2.4
H 1.048 1.314 1.746 0.0 -0.5 -0.5
H -0.237 1.252 -1.323 0.2 0.0 -0.3
H 1.158 -2.252 -0.733 -0.8 0.9 -0.7
```
Forces are in eV/Å.

Properties
Energy, Eh: -283.87841
Spin multiplicity: 3
Relative energy (zero: lowest compared OMol25 entry of this formula, charge and spin), kJ/mol: 459.37
⟨S²⟩: 2.023

Mulliken population analysis, charges in e, atoms 1 to 2:
1 C -0.505
2 C -0.536

***

# C4H3NO2

A single C4H3NO2 molecule (wB97M-V/def2-TZVPD, OMol25).

```
10
Properties=species:S:1:pos:R:3:forces:R:3
N 0.569 -1.366 -1.997 -0.1 1.1 0.4
C 0.431 -0.479 -1.267 0.2 -1.1 -1.0
C 0.098 0.344 -0.114 0.1 0.0 -0.2
C -1.454 0.242 -0.018 -0.2 0.4 0.4
O -2.115 1.057 0.561 0.3 -0.4 -0.1
C 1.085 -0.127 0.989 0.2 -0.3 0.1
O 1.819 -1.060 0.816 -0.5 0.5 0.4
H 0.292 1.422 -0.197 0.1 -0.2 -0.4
H -1.906 -0.561 -0.642 0.2 0.1 0.4
H 1.181 0.528 1.871 -0.3 -0.1 0.0
```
Forces are in eV/Å.

Properties
SMILES: N#CC(C=O)C=O
Energy, Eh: -359.39811
Relative energy (zero: lowest compared OMol25 entry of this formula, charge and spin), kJ/mol: 189.68

Mulliken population analysis, charges in e, atoms 1 to 2:
1 N -0.405
2 C 0.099

***

# C4H3NO2

A single C4H3NO2 molecule (wB97M-V/def2-TZVPD, OMol25).

```
10
Properties=species:S:1:pos:R:3:forces:R:3
O 1.777 0.439 -0.355 0.4 -1.1 0.4
C 2.375 -0.692 0.066 0.1 0.5 -0.4
C 0.439 0.262 -0.183 0.0 -0.2 -0.2
N -0.254 -0.587 -0.841 -0.1 0.4 0.0
C -1.522 -0.402 -0.313 -0.4 0.1 0.1
C -1.476 0.542 0.648 -0.3 -0.1 0.0
O -0.173 0.971 0.750 0.0 0.2 -0.1
H 3.386 -0.607 -0.375 0.2 0.3 0.2
H -2.370 -0.950 -0.692 0.0 0.0 0.1
H -2.184 1.023 1.296 0.0 -0.1 0.0
```
Forces are in eV/Å.

Properties
Energy, Eh: -359.31309
Relative energy (zero: lowest compared OMol25 entry of this formula, charge and spin), kJ/mol: 412.89

Mulliken population analysis, charges in e, atoms 1 to 2:
1 O -0.225
2 C -0.275